DFT (ωB97M-V/def2-TZVPD) results for a molecular structure, C32H51N2OP3Zr.

Structure (XYZ):
```
90
Properties=species:S:1:pos:R:3
H -2.8866 -1.1320 1.8804
C -3.8550 -1.2929 -3.7085
H 2.5889 -2.5830 3.3619
H -4.9329 -1.1788 -1.8322
C 0.3579 3.7464 -1.5703
H 3.9108 -0.0479 2.6168
H -1.1049 -2.0063 -0.5455
H 0.5811 -2.3399 -4.8909
C 0.8511 -2.1784 -3.8373
C -1.3952 4.2872 0.2176
C -2.5299 3.9558 0.9637
H -0.6915 -3.8116 2.8312
C 2.9286 3.1311 -2.6892
H 2.8186 4.2825 0.0301
H 1.3740 1.5742 2.9709
H -0.5420 -2.3778 4.6130
O 4.1224 -0.5990 -1.3487
C -1.7519 -0.0697 -3.8186
H -2.9293 4.6547 1.7043
H -2.3507 0.8321 3.9624
P 1.0771 -0.3947 -3.5803
C 2.4163 -0.0022 -4.7410
H 3.5776 2.6754 0.3018
H -0.0036 -0.7306 5.0904
P 1.8393 2.6205 -1.3568
C -1.1723 -0.8021 3.2163
C 2.6273 3.2080 0.1576
C -2.7004 -0.9106 -4.4034
H -2.0118 -2.7301 0.7872
H 1.3174 -3.9166 -0.2363
C -0.8091 -1.3163 4.6295
C -3.2246 0.4575 -0.3739
H -0.2795 1.3624 -4.4829
C 0.1711 -3.8564 2.1552
C -1.5090 0.6968 3.2661
C -0.4214 0.2724 -4.4613
H 0.1158 -4.8139 1.6153
H 2.2453 -0.5528 -5.6792
N 0.2898 -0.0643 0.7829
H -1.6873 -1.2056 5.2780
H 3.8090 2.4804 -2.7256
N -1.0892 1.2013 -1.8323
H -4.6016 -1.9315 -4.1872
C -0.8932 3.4280 -0.7651
H 3.3517 -1.1952 1.3948
H -0.3398 -0.1398 -5.4750
H -2.5389 -1.2967 -5.4102
H 2.8783 0.5264 1.3086
C 3.0563 -0.3228 1.9846
C 3.0070 -0.2580 -1.3823
C -1.5853 2.1945 -0.9658
H -2.5749 -0.2102 0.2363
H -0.6855 1.3183 3.6182
H 2.4171 3.0937 -3.6593
C -2.4645 -1.5318 2.8122
C -1.0788 -2.7919 0.2267
C -2.7177 1.8550 -0.2122
H -4.0314 2.4435 1.3634
H 1.0827 -3.8602 2.7589
C 1.4024 -2.9088 0.2029
P 0.2894 -1.0604 2.0525
H -0.8827 5.2300 0.4211
H 1.4306 -2.2044 -0.6483
H 1.9803 3.0427 1.0322
H 1.7875 -2.7074 -3.6106
C 1.8838 -0.5609 2.9500
Zr 0.7885 0.3401 -1.0369
H 0.1383 3.6998 -2.6485
H 2.4510 1.0740 -4.9607
H 3.3791 -0.3148 -4.3154
C 2.3218 -1.6760 3.9126
C -4.0664 -0.8570 -2.4097
C 0.1853 -2.7211 1.1242
H -4.2266 0.3549 0.0250
H -2.3545 -2.6196 2.7611
H 3.2557 4.1627 -2.4976
H 2.6571 1.0859 4.0928
C -3.1679 0.0242 -1.8063
H 3.2108 -1.3279 4.4564
H -1.8216 1.0697 2.2836
H 1.5710 -1.9337 4.6663
H 0.9925 0.7677 4.5227
C -2.0305 0.4206 -2.5191
C 1.6854 0.7913 3.6752
H 0.7602 4.7347 -1.3137
H 2.3602 -2.8522 0.7376
H -3.2107 -1.3232 3.6001
H 0.0463 -2.5588 -3.1915
C -3.1699 2.7395 0.7678
H -1.0688 -3.7581 -0.2910
```

## Properties
**Total charge**: +2
**Kohn-Sham gap (spin up / spin down)**: 5.022 / 5.020 eV
**Multiplicity**: 1
**Largest force on an atom**: 6.588 eV/A
**LUMO (spin up / spin down)**: -7.52 / -7.52 eV
**DFT total energy**: -2505.382803 hartree
**E_HOMO (spin up / spin down)**: -12.55 / -12.55 eV